Density functional theory data (ωB97M-V/def2-TZVPD) for C46H40AsBrF5LaN4O5PS as an isolated structure at a distorted geometry.

Frontier orbital gap = 4.919 eV
Relative energy (zero: lowest compared OMol25 entry of this formula, charge and spin) = 0.592 eV
HOMO = -2.9 eV
Strongest force on any atom = 2.3 eV/A

Geometry as ORCA input:
```
! RIJCOSX wB97M-V def2-TZVPD def2/J DEFGRID3
* xyz -1 1
C -2.661 -4.907 3.873
C -2.367 1.478 -4.704
H 1.023 -4.343 -1.706
C 3.561 -0.013 -3.301
C 3.486 5.045 -3.327
H 1.642 1.397 5.035
C 2.140 -1.215 2.010
F -4.033 4.645 -5.283
C 3.764 4.915 -4.678
O 2.172 3.075 -3.261
H -1.340 4.378 2.823
C -5.651 -4.062 -0.554
C 0.060 3.777 1.330
C -0.924 -3.627 -2.250
La 1.383 1.987 -1.128
Br 5.922 8.234 -2.363
C 4.116 6.037 -2.601
C 2.832 -0.260 4.229
C -4.491 -4.770 -0.254
F -2.180 5.342 -3.404
C 1.757 0.668 4.247
H -2.814 -2.645 -2.558
C -1.757 -7.491 4.456
C -6.113 -3.091 0.325
C 4.303 -0.352 0.772
C 3.899 -0.904 -4.417
H -5.795 -2.093 2.198
H -0.997 -2.226 3.508
H 4.483 0.574 1.327
H -2.474 -1.006 -0.796
O 2.171 4.359 -1.455
H -2.050 2.414 -0.275
As -3.342 -3.119 3.488
C -1.721 -2.369 2.705
C -1.303 -5.157 4.056
H 3.539 -0.255 5.056
C -1.992 -1.031 2.041
H -4.116 -5.517 -0.943
C -4.260 -3.544 1.814
H -3.830 -8.059 4.373
N 2.120 2.810 0.865
H -1.308 -3.101 2.007
C -1.401 3.108 -3.347
C 5.228 6.662 -4.625
C 0.787 0.488 3.260
H 1.349 -2.721 0.070
S -0.295 0.583 -3.096
H -1.406 -8.493 4.673
C 5.003 6.854 -3.271
H 0.206 -6.622 4.478
H -4.624 -5.787 3.868
C -3.242 2.420 -5.217
O 2.118 -0.075 -0.079
H -2.202 -0.285 2.815
H -0.103 5.591 2.445
H -2.886 -5.056 1.134
H 1.952 -2.248 1.707
H 3.203 -1.741 -4.428
H -0.104 1.124 3.301
C 3.007 -1.194 3.257
C -0.855 -6.444 4.345
H 3.269 4.136 -5.245
N 4.618 5.708 -5.331
C 0.823 -0.480 2.270
C -3.795 -4.506 0.918
C -1.905 -2.682 -1.970
H 2.617 5.274 2.443
H -7.012 -2.532 0.095
C -3.116 -7.247 4.286
F -0.516 3.515 -2.402
C -1.712 -1.760 -0.956
C 2.541 4.103 -2.636
F -4.151 2.069 -6.140
P -0.519 -0.358 1.087
H 3.025 3.692 3.105
H -6.187 -4.262 -1.474
C -5.422 -2.842 1.508
H 3.813 -0.356 -5.352
H 4.648 -0.207 -0.249
H -0.582 -4.356 3.970
H -2.862 -1.069 1.386
C 2.197 4.315 2.770
H 3.820 -1.910 3.333
C -0.750 4.828 2.020
F -2.480 0.228 -5.176
N 3.261 0.709 -2.467
H -1.060 -4.341 -3.054
C 0.422 -2.691 -0.477
C -2.254 4.077 -3.837
C -0.553 -1.739 -0.169
C -3.563 -5.964 4.003
H -1.449 5.284 1.322
N -0.434 2.992 0.447
H 3.908 6.144 -1.544
O -1.799 3.208 0.222
H 4.914 -1.278 -4.304
C 2.832 -0.548 0.802
H 4.819 -1.170 1.274
C 1.505 3.606 1.659
H 1.530 4.496 3.613
O 3.394 2.582 0.864
H 5.927 7.300 -5.154
C 0.240 -3.623 -1.499
C -1.406 1.782 -3.746
C -3.190 3.728 -4.787
*
```

Atomic partial charges in e from the Mulliken method, atoms 1 to 4: number 1, C, carries 0.026; number 2, C, carries 0.249; number 3, H, carries 0.415; number 4, C, carries 0.434